{
  "formula": "C3H2N2OS2",
  "method": "wB97M-V/def2-TZVPD",
  "symbols": ["S", "C", "O", "N", "C", "C", "N", "S", "H", "H"],
  "coordinates": [[3.5036, -0.1520, 0.0727], [1.8317, -0.0746, 0.0618], [0.8877, 0.7766, 0.7061], [0.1578, 1.2812, -0.4243], [-0.9558, 0.7256, -0.4389], [-1.4483, -0.5191, 0.3780], [-0.6622, -1.4572, 0.5323], [0.8984, -1.4375, -0.4143], [-1.6170, 1.3610, -0.9368], [-2.5958, -0.5041, 0.4635]],
  "forces_ev_per_angstrom": [[-2.7, 0.8, -0.2], [1.0, -0.6, 2.2], [2.9, -0.2, -1.5], [0.8, 1.0, 1.2], [-2.0, -1.2, 1.9], [-1.2, 4.2, -2.7], [1.9, -2.2, -0.8], [-0.9, -1.5, 0.6], [-1.6, 0.1, -1.6], [1.8, -0.5, 0.9]],
  "mulliken_charge": [-0.17, 0.33, -0.19, -0.42, -0.04, 0.17, -0.44, 0.04, 0.44, 0.29],
  "e_above_lowest_kcal_mol": 103.6,
  "gap_ha": 0.3023,
  "total_charge": 0,
  "smiles": "S=C1ON=CC=NS1",
  "total_energy_ha": -1096.46389
}